[1]
Formula: C7H18O3S
Source: the OMol25 dataset
Level of theory: ωB97M-V with the def2-TZVPD basis set

The value obtained for the lowest unoccupied orbital energy is -0.52 eV. As for the HOMO-LUMO gap: 5.674 eV. As for the HOMO energy: -6.19 eV. Its charge is 0.

Each line ends with the Mulliken charge.
CARTESIAN COORDINATES (ANGSTROEM)
C: 3.49877 -0.33849 1.14994  -1.39
C: 2.35068 0.24820 0.32109  0.86
O: 2.65650 1.58517 -0.05400  -0.59
C: 2.16819 -0.60184 -0.94089  -1.00
S: 1.06376 0.08531 -2.16096  0.02
C: -0.54433 0.19786 -1.35294  -0.47
C: -0.95931 -1.08413 -0.59942  -0.90
C: -1.52574 -0.68378 0.77102  -0.62
C: -3.05531 -0.62220 0.71476  -0.67
O: -3.51964 0.35407 1.57294  -0.59
H: 4.21866 0.44632 1.36821  0.34
H: 4.02890 -1.12270 0.60559  0.36
H: 3.13490 -0.79176 2.06933  0.36
H: 1.44058 0.21752 0.92504  -0.01
H: 1.90280 2.16138 0.12612  0.37
H: 3.12475 -0.66755 -1.46534  0.54
H: 1.85490 -1.61540 -0.70654  0.49
H: 1.50112 1.35192 -2.13300  0.25
H: -0.53604 1.06538 -0.69443  0.41
H: -1.24940 0.42579 -2.15163  0.44
H: -1.75243 -1.53950 -1.19362  0.52
H: -0.17546 -1.83409 -0.50445  0.40
H: -1.18397 -1.35365 1.56200  0.38
H: -1.22375 0.33629 1.01230  0.35
H: -3.34179 -0.39690 -0.32469  0.28
H: -3.50975 -1.58398 0.97571  0.39
H: -3.12310 1.20157 1.17084  0.34
O: -3.15374 2.36281 -0.10597  -1.06
H: -4.09075 2.19638 0.04298  0.19

---

[2]
Formula: C30H63AsF6NO12S6
Source: the OMol25 dataset
Level of theory: ωB97M-V with the def2-TZVPD basis set

The value obtained for the lowest unoccupied orbital energy is 1.67 eV. As for the HOMO-LUMO gap: 8.989 eV. As for the HOMO energy: -7.32 eV. Its charge is -1.

Each line ends with the Mulliken charge.
CARTESIAN COORDINATES (ANGSTROEM)
As: -0.55720 0.04213 3.41532  1.99
F: -1.94645 0.44667 4.45204  -0.49
F: 0.09441 -0.99124 4.74197  -0.50
F: 0.84993 -0.36882 2.33205  -0.51
F: -1.36173 1.13260 2.20284  -0.51
F: 0.35931 1.44237 4.03436  -0.48
F: -1.42672 -1.44896 2.88766  -0.50
C: 10.58320 4.15355 -2.26438  -1.28
C: 9.12579 3.84259 -2.30678  -0.53
N: 8.87556 2.65489 -1.45080  0.22
C: 7.48581 2.46476 -0.97279  -0.37
C: 7.30958 3.42929 0.17847  -1.22
C: 9.45697 1.47029 -2.18429  -0.45
C: 9.76547 0.20517 -1.33003  -1.34
H: 11.16253 3.59226 -2.99746  0.33
H: 11.01716 3.96513 -1.28241  0.32
H: 10.77514 5.19158 -2.53593  0.42
H: 8.61455 4.72198 -1.91510  0.37
H: 8.68974 3.77126 -3.30322  0.32
H: 6.76865 2.69327 -1.76117  0.26
H: 7.36344 1.45559 -0.57947  0.30
H: 7.98451 3.14559 0.98598  0.29
H: 7.49432 4.48688 -0.00986  0.31
H: 6.31689 3.24045 0.58712  0.40
H: 10.41085 1.80388 -2.59283  0.26
H: 8.90511 1.20542 -3.08619  0.33
H: 8.87295 -0.40111 -1.17532  0.33
H: 10.29536 0.50687 -0.42653  0.30
H: 10.52413 -0.39842 -1.82825  0.43
C: -7.98244 4.07575 -2.24397  -0.66
C: -8.17327 3.41762 -0.86220  -0.52
C: -9.68499 2.94713 -0.94963  -0.69
S: -10.59258 4.40304 -1.63989  1.05
O: -11.16482 5.24661 -0.58990  -0.63
O: -11.42960 3.91260 -2.74810  -0.64
C: -9.06581 5.17957 -2.39803  -0.70
H: -8.08951 3.46831 -3.14267  0.32
H: -7.00013 4.52537 -2.38891  0.36
H: -7.86341 4.02012 -0.00833  0.30
H: -7.50629 2.55810 -0.79537  0.31
H: -10.27365 2.60859 -0.09701  0.41
H: -9.77458 2.24406 -1.77773  0.33
H: -8.84162 5.97783 -1.69048  0.34
H: -9.39154 5.68633 -3.30643  0.42
C: 2.34677 0.08820 -7.61944  -0.64
C: 2.64972 0.45550 -6.16114  -0.57
C: 1.28175 0.65743 -5.49408  -0.74
S: 0.17916 1.43107 -6.74693  1.06
O: 0.19375 2.88936 -6.43936  -0.65
O: -1.00202 0.61557 -6.75292  -0.62
C: 1.28493 1.09851 -8.10094  -0.60
H: 1.88975 -0.90082 -7.58695  0.31
H: 3.25017 0.01041 -8.22436  0.34
H: 3.29818 1.32631 -6.25743  0.30
H: 3.16309 -0.27695 -5.53820  0.32
H: 1.23881 1.08221 -4.49118  0.43
H: 0.86792 -0.33022 -5.29066  0.36
H: 1.85530 1.99868 -8.33001  0.31
H: 0.57172 0.89534 -8.89979  0.40
C: -6.32743 -3.93034 -1.21839  -0.63
C: -6.56776 -5.49846 -1.15181  -0.59
C: -5.19938 -6.09160 -1.42629  -0.74
S: -4.51230 -5.17616 -2.91817  1.03
O: -5.08338 -5.68148 -4.18958  -0.62
O: -3.06489 -4.95742 -2.74990  -0.62
C: -5.47315 -3.63694 -2.44070  -0.60
H: -5.98978 -3.38802 -0.33522  0.35
H: -7.32798 -3.52077 -1.35715  0.27
H: -7.27785 -5.83970 -1.90509  0.31
H: -6.99884 -5.82587 -0.20573  0.35
H: -5.24206 -7.13341 -1.74398  0.41
H: -4.51808 -6.05273 -0.57634  0.36
H: -6.02534 -3.23925 -3.29219  0.37
H: -4.77821 -2.83583 -2.18894  0.34
C: -2.30856 -5.40417 10.11506  -0.54
C: -3.26004 -4.46193 9.29025  -0.65
C: -3.97677 -5.19852 8.15654  -0.60
S: -3.30380 -6.93548 8.08799  1.05
O: -2.84436 -7.19258 6.70208  -0.64
O: -4.16572 -7.80903 8.83121  -0.61
C: -1.86035 -6.47648 9.10897  -0.75
H: -3.01323 -5.88922 10.79055  0.28
H: -1.48487 -4.89325 10.61365  0.34
H: -2.62441 -3.69014 8.85617  0.31
H: -4.00553 -3.93090 9.88215  0.31
H: -3.80050 -4.77616 7.16727  0.35
H: -5.05529 -5.33808 8.23016  0.36
H: -1.17423 -6.06015 8.37140  0.34
H: -1.33789 -7.38142 9.41916  0.46
C: -2.46157 9.64676 -0.69192  -0.60
C: -1.31084 8.60076 -0.50875  -0.57
C: -0.68161 8.70815 0.84385  -0.66
S: -0.45590 10.60052 0.93179  1.03
O: 0.80705 10.94517 0.24935  -0.64
O: -0.77660 11.19516 2.22032  -0.63
C: -1.76918 10.99246 -0.32506  -0.66
H: -3.30039 9.38246 -0.04801  0.29
H: -2.84940 9.67953 -1.71006  0.31
H: -0.56979 8.59322 -1.30806  0.32
H: -1.76707 7.61541 -0.60379  0.35
H: 0.31389 8.29280 1.00054  0.39
H: -1.39229 8.45440 1.63039  0.33
H: -1.25904 11.40938 -1.19341  0.33
H: -2.38977 11.81300 0.03504  0.39
C: 4.34596 -6.89170 0.93451  -0.50
C: 5.71693 -7.24270 1.44238  -0.60
C: 5.58274 -8.70664 2.07463  -0.74
S: 3.82663 -8.73571 2.82975  1.04
O: 3.75226 -8.64256 4.24909  -0.62
O: 3.01616 -9.79777 2.22302  -0.64
C: 3.40396 -7.15052 2.10850  -0.70
H: 4.03747 -7.56975 0.13879  0.30
H: 4.34145 -5.84626 0.62605  0.30
H: 6.11777 -6.47256 2.10140  0.33
H: 6.44808 -7.37002 0.64406  0.29
H: 6.30639 -9.08106 2.79868  0.41
H: 5.56410 -9.47579 1.30251  0.35
H: 3.63608 -6.39468 2.85879  0.35
H: 2.32441 -7.07302 1.97944  0.42

---

[3]
Formula: C5H30NO13
Source: the OMol25 dataset
Level of theory: ωB97M-V with the def2-TZVPD basis set

The value obtained for the lowest unoccupied orbital energy is 2.36 eV. As for the HOMO-LUMO gap: 8.989 eV. As for the HOMO energy: -6.63 eV. Its charge is -1.

Each line ends with the Mulliken charge.
CARTESIAN COORDINATES (ANGSTROEM)
O: 2.25384 -2.07517 1.38659  -0.71
C: 2.32284 -1.28592 0.43938  0.48
O: 2.42229 -0.01886 0.47800  -0.81
C: 2.38852 -1.94180 -0.95790  -0.97
C: 0.96315 -2.14508 -1.47024  -1.01
C: 0.09883 -0.93176 -1.71369  0.90
C: -1.84992 -2.23316 -2.03678  -0.48
N: -1.33936 -1.12196 -1.75716  -0.44
H: 2.91265 -2.89240 -0.93021  0.39
H: 2.94204 -1.32590 -1.66936  0.35
H: 0.91991 -2.87990 -2.28484  0.56
H: 0.49048 -2.81355 -0.74944  0.50
H: 0.26965 -0.11570 -1.00984  -0.37
H: 0.44028 -0.47128 -2.64755  0.05
H: -2.92378 -2.36219 -2.15510  0.27
H: -1.28992 -3.17035 -2.09632  0.24
H: 1.10153 2.31049 -1.08954  0.34
H: 0.35508 3.43787 -0.29453  0.23
O: 0.21502 2.69714 -0.88818  -0.67
H: 3.40458 1.79856 -1.17201  0.26
H: 2.38375 0.76699 -0.98925  0.41
O: 2.55915 1.56999 -1.57511  -0.73
H: 1.86404 -1.92813 3.35702  0.38
H: 0.90338 -0.64910 3.42311  0.36
O: 1.13380 -1.49177 3.81456  -0.74
H: -2.97591 0.86947 0.35389  0.38
H: -2.28123 -0.25955 -0.47529  0.42
O: -3.00925 -0.08356 0.13374  -0.74
H: -1.73502 0.97206 -2.51997  0.34
H: -0.90955 2.29109 -2.21505  0.32
O: -1.23041 1.69402 -2.91630  -0.65
H: -1.89937 3.31277 3.64085  0.29
H: -2.41952 1.90818 3.57085  0.48
O: -2.70866 2.85421 3.38341  -0.78
H: 0.64150 1.54219 -4.72342  0.29
H: -0.71321 0.80882 -4.58550  0.34
O: 0.01150 0.99685 -5.19598  -0.65
H: 0.39245 -3.09633 3.13484  0.43
H: 0.98673 -4.00354 2.11550  0.33
O: 0.48135 -4.02786 2.93534  -0.68
H: -0.82268 0.44463 3.72050  0.25
H: -1.68414 0.34438 2.40326  0.39
O: -1.71103 0.43678 3.36132  -0.70
H: -1.44800 2.36394 0.30002  0.35
H: -2.40863 2.70055 1.49129  0.45
O: -2.36577 2.56243 0.53121  -0.73
H: 1.20313 2.05365 2.55860  0.28
H: 1.11318 1.12214 1.42942  0.26
O: 0.55066 1.46562 2.15587  -0.48